Entry 1:
An isolated molecule of C3H8N2 in a non-equilibrium geometry, computed with ωB97M-V/def2-TZVPD.

## Properties
**SMILES string**: C=NNCC
**Energy above the lowest of the compared OMol25 structures with the same formula, charge and spin**: 83.7 kcal/mol
**Molecular weight**: 72.111 g mol⁻¹
**Largest force on an atom**: 6.5 eV/Å
**Kohn-Sham gap**: 9.998 eV
**Highest occupied orbital energy**: -9.014 eV

Last column: Mulliken charge in e.
Element x y z (Å)
C -2.176 0.281 -0.002  -0.30
N -1.252 -0.496 -0.691  -0.30
N -0.384 -1.145 0.173  -0.21
C 1.048 -0.795 -0.183  -0.47
C 1.335 0.725 -0.112  -0.81
H -2.156 0.521 1.188  0.17
H -3.004 0.812 -0.578  0.26
H -0.477 -0.635 1.100  0.24
H 1.599 -1.395 0.533  0.30
H 1.340 -1.249 -1.134  0.30
H 1.117 1.032 1.001  0.22
H 2.356 1.083 -0.479  0.32
H 0.654 1.260 -0.815  0.27

Entry 2:
An isolated molecule of C3H8N2 in a non-equilibrium geometry, computed with ωB97M-V/def2-TZVPD.

## Properties
**SMILES string**: C/C=N\NC
**Energy above the lowest of the compared OMol25 structures with the same formula, charge and spin**: 53.4 kcal/mol
**Molecular weight**: 72.111 g mol⁻¹
**Largest force on an atom**: 1.3 eV/Å
**Kohn-Sham gap**: 9.476 eV
**Highest occupied orbital energy**: -8.412 eV

Last column: Mulliken charge in e.
Element x y z (Å)
C 1.544 1.071 0.653  -1.01
C 0.712 -0.032 1.251  0.04
N -0.362 -0.523 0.797  -0.53
N -0.976 -0.019 -0.294  -0.07
C -1.570 -1.007 -1.160  -0.72
H 2.565 0.997 1.016  0.30
H 1.150 2.049 0.937  0.26
H 1.553 1.012 -0.433  0.29
H 1.054 -0.467 2.175  0.40
H -0.456 0.701 -0.816  0.21
H -2.238 -0.505 -1.860  0.30
H -0.830 -1.582 -1.725  0.28
H -2.148 -1.695 -0.542  0.26

Entry 3:
An isolated molecule of C3H8N2, computed with ωB97M-V/def2-TZVPD.

## Properties
**SMILES string**: C/C(N)=C\N
**Energy above the lowest of the compared OMol25 structures with the same formula, charge and spin**: 32.3 kcal/mol
**Molecular weight**: 72.111 g mol⁻¹
**Largest force on an atom**: 0.4 eV/Å
**Kohn-Sham gap**: 8.180 eV
**Highest occupied orbital energy**: -7.082 eV

Last column: Mulliken charge in e.
Element x y z (Å)
C 0.199 -1.049 0.935  -1.39
C -0.402 -0.176 -0.131  0.84
N -1.676 -0.589 -0.573  -0.57
C 0.174 0.934 -0.598  -0.47
N 1.438 1.424 -0.227  -0.53
H -0.580 -1.658 1.389  0.38
H 0.960 -1.710 0.517  0.27
H 0.664 -0.452 1.718  0.35
H -1.978 -0.094 -1.402  0.22
H -1.735 -1.590 -0.714  0.22
H -0.309 1.516 -1.371  0.25
H 1.780 1.010 0.630  0.21
H 1.464 2.434 -0.171  0.23

Entry 4:
An isolated molecule of C3H8N2 in a non-equilibrium geometry, computed with ωB97M-V/def2-TZVPD.

## Properties
**Energy above the lowest of the compared OMol25 structures with the same formula, charge and spin**: 10.3 kcal/mol
**Multiplicity**: 3
**Molecular weight**: 72.111 g mol⁻¹
**Largest force on an atom**: 3.4 eV/Å
**Kohn-Sham gap (spin up / spin down)**: 9.311 / 8.763 eV
**Highest occupied orbital energy (spin up / spin down)**: -8.139 / -9.693 eV
**⟨S²⟩**: 2.0088

Last column: Mulliken charge in e.
Element x y z (Å)
C -0.279 1.075 0.442  -0.34
C 0.405 -0.213 0.119  0.48
C -0.362 -1.515 0.383  -1.30
N 0.213 1.930 -0.649  -0.47
N 0.646 0.023 -1.315  -0.59
H -1.424 0.937 0.307  0.26
H -0.080 1.717 1.365  0.25
H 1.385 -0.427 0.631  0.26
H -0.751 -1.712 1.409  0.29
H 0.380 -2.293 0.241  0.34
H -1.199 -1.736 -0.345  0.33
H -0.564 2.362 -1.126  0.22
H 1.629 -0.148 -1.463  0.25

Entry 5:
A cluster of 2 separate species, C3H8N2O in total, computed with ωB97M-V/def2-TZVPD.

## Properties
**Energy above the lowest of the compared OMol25 structures with the same formula, charge and spin**: 20.8 kcal/mol
**Multiplicity**: 2
**Charge**: -1
**Molecular weight**: 88.110 g mol⁻¹
**Largest force on an atom**: 1.0 eV/Å
**Kohn-Sham gap (spin up / spin down)**: 3.540 / 6.816 eV
**Highest occupied orbital energy (spin up / spin down)**: 0.270 / -3.014 eV
**⟨S²⟩**: 0.7538

Last column: Mulliken charge in e.
Element x y z (Å)
O -0.127 1.385 -0.075  -0.76
C 1.000 1.767 -0.603  -0.47
C 1.331 1.664 -2.067  -0.70
H 1.610 2.455 0.008  0.30
H 0.426 1.822 -2.632  0.22
H 1.664 0.666 -2.383  0.15
H 2.023 2.458 -2.339  0.29
N -0.105 -1.639 0.099  -0.38
C -1.046 -1.894 1.032  0.03
N -1.295 -1.186 2.065  -0.62
H -0.048 -2.339 -0.621  0.21
H 0.141 -0.674 -0.149  0.30
H -1.560 -2.860 0.894  0.25
H -2.167 -1.517 2.468  0.20

Entry 6:
An isolated molecule of C3H8N2O in a non-equilibrium geometry, computed with ωB97M-V/def2-TZVPD.

## Properties
**SMILES string**: NCCNC=O
**Energy above the lowest of the compared OMol25 structures with the same formula, charge and spin**: 39.8 kcal/mol
**Molecular weight**: 88.110 g mol⁻¹
**Largest force on an atom**: 4.3 eV/Å
**Kohn-Sham gap**: 10.151 eV
**Highest occupied orbital energy**: -9.303 eV

Last column: Mulliken charge in e.
Element x y z (Å)
N 1.323 0.347 0.852  -0.59
C 1.176 -0.044 -0.587  -0.40
C -0.297 -0.034 -1.042  -0.51
N -1.272 -0.528 -0.105  -0.17
C -1.636 0.283 1.007  0.11
O -2.453 -0.078 1.847  -0.57
H 2.266 0.718 0.993  0.21
H 1.163 -0.432 1.363  0.20
H 1.672 0.728 -1.142  0.32
H 1.767 -0.941 -0.687  0.33
H -0.518 -0.763 -1.928  0.32
H -0.599 0.971 -1.384  0.24
H -1.802 -1.317 -0.355  0.22
H -0.792 1.090 1.168  0.29

- What is the molecular weight in the third record?
  72.111 g mol⁻¹

- Look up the energy above the lowest of the compared OMol25 structures with the same formula, charge and spin of the fourth one.
  10.3 kcal/mol